(1)
{"formula": "C7H12N5O3", "method": "ωB97M-V with the def2-TZVPD basis set", "symbols": ["C", "C", "C", "C", "C", "C", "C", "N", "N", "N", "N", "N", "O", "O", "O", "H", "H", "H", "H", "H", "H", "H", "H", "H", "H", "H", "H"], "positions_angstrom": [[-1.905, -0.657, 0.397], [0.310, -1.421, -0.646], [0.383, 3.180, -1.780], [0.913, 0.080, 1.302], [-1.128, -1.642, -0.402], [-0.553, 1.737, 2.614], [2.044, -1.299, -2.278], [-1.630, 0.271, 1.194], [1.903, 0.500, 2.138], [-1.808, -1.863, -1.675], [0.820, -1.425, -1.875], [-0.329, 0.651, 1.612], [0.429, 4.285, -2.050], [0.462, 2.042, -1.676], [1.129, -0.764, 0.391], [-2.904, -1.057, 0.292], [-1.376, -2.574, 0.029], [-0.184, 1.316, 3.604], [0.000, 2.597, 2.314], [-1.692, 1.924, 2.830], [2.779, -0.920, -1.555], [2.260, -1.452, -3.374], [1.605, 0.892, 3.045], [2.896, 0.304, 2.024], [-1.809, -1.086, -2.361], [-2.824, -2.031, -1.467], [0.211, -1.589, -2.646]], "lowdin_charge": [-0.08, -0.16, -0.44, -0.33, -0.33, -0.02, 0.04, 0.11, 0.22, 0.03, 0.00, -0.07, 0.25, 0.20, 0.16, 0.12, 0.14, 0.10, 0.08, 0.14, 0.09, 0.11, 0.12, 0.15, 0.10, 0.11, 0.15], "gap_ev": [7.705, 7.704], "charge": 1, "multiplicity": 1, "homo_energy_ev": [-10.7727, -10.7723], "fmax_ev_per_a": 4.08}

(2)
{"formula": "C2H8N3", "method": "ωB97M-V with the def2-TZVPD basis set", "symbols": ["C", "N", "H", "H", "H", "H", "N", "C", "N", "H", "H", "H", "H"], "positions_angstrom": [[0.986, -1.207, -2.351], [0.624, -0.567, -1.282], [0.974, -0.538, -3.212], [1.412, -2.177, -2.068], [1.169, -0.993, -0.500], [-0.032, 1.904, 0.150], [-1.094, -0.326, 0.988], [-0.795, 0.767, 1.637], [0.061, 1.678, 1.137], [-1.033, -0.712, 0.045], [-1.827, -0.806, 1.517], [-1.434, 1.063, 2.479], [0.989, 1.915, 1.460]], "lowdin_charge": [0.24, 0.26, 0.16, 0.18, 0.16, 0.12, 0.21, -0.11, 0.16, 0.12, 0.16, 0.19, 0.15], "gap_ev": [9.120, 5.287], "charge": 2, "multiplicity": 2, "homo_energy_ev": [-19.8141, -19.6317], "s2": 0.756, "fmax_ev_per_a": 4.08}

(3)
{"formula": "C50H45F2GeN3O3PSSc", "method": "ωB97M-V with the def2-TZVPD basis set", "symbols": ["Sc", "C", "C", "C", "C", "C", "C", "C", "C", "C", "S", "C", "N", "H", "H", "H", "H", "H", "H", "H", "H", "F", "C", "C", "C", "C", "C", "F", "C", "C", "C", "C", "C", "C", "N", "H", "H", "H", "H", "H", "H", "C", "Ge", "C", "C", "C", "H", "H", "H", "H", "H", "H", "H", "H", "H", "H", "H", "N", "P", "C", "C", "C", "C", "C", "C", "C", "C", "C", "C", "C", "C", "C", "C", "C", "C", "C", "C", "H", "H", "H", "H", "H", "H", "H", "H", "H", "H", "H", "H", "H", "H", "H", "O", "C", "C", "C", "C", "C", "C", "C", "O", "O", "H", "H", "H", "H", "H"], "positions_angstrom": [[-0.344, 0.994, -0.672], [-2.108, -1.546, -2.876], [-2.841, -1.458, -1.569], [-3.638, -2.533, -1.102], [-4.339, -2.387, 0.058], [-4.336, -1.148, 0.733], [-5.118, -0.905, 1.888], [-5.134, 0.358, 2.415], [-4.408, 1.404, 1.825], [-3.604, 1.217, 0.709], [-2.778, 2.496, -0.086], [-3.541, -0.120, 0.181], [-2.748, -0.331, -0.902], [-2.417, -0.713, -3.508], [-2.327, -2.483, -3.390], [-1.033, -1.453, -2.708], [-3.655, -3.459, -1.658], [-4.930, -3.204, 0.460], [-5.696, -1.713, 2.322], [-5.730, 0.568, 3.298], [-4.473, 2.402, 2.242], [5.410, 0.138, -1.286], [4.420, 1.081, -1.247], [3.116, 0.692, -1.055], [2.057, 1.616, -0.973], [2.430, 2.974, -1.148], [3.769, 3.315, -1.338], [4.171, 4.624, -1.443], [4.798, 2.399, -1.389], [1.401, 4.029, -0.994], [1.515, 5.314, -1.535], [0.580, 6.274, -1.202], [-0.441, 5.944, -0.327], [-0.528, 4.629, 0.100], [0.340, 3.685, -0.253], [2.942, -0.372, -0.953], [5.824, 2.706, -1.523], [2.322, 5.551, -2.207], [0.654, 7.271, -1.621], [-1.183, 6.665, -0.013], [-1.347, 4.295, 0.723], [1.740, -3.909, 0.540], [0.821, -3.147, -1.043], [-0.746, -4.340, -1.283], [2.004, -3.662, -2.560], [0.590, -1.238, -0.952], [1.933, -4.972, 0.371], [1.152, -3.808, 1.455], [2.701, -3.410, 0.686], [-0.408, -5.380, -1.308], [-1.269, -4.128, -2.213], [-1.447, -4.227, -0.461], [2.107, -4.748, -2.633], [2.995, -3.226, -2.423], [1.603, -3.288, -3.504], [1.067, -0.868, -1.878], [1.271, -0.959, -0.136], [-0.538, 0.751, 1.355], [0.214, 0.144, 2.529], [-0.211, 0.945, 4.130], [-1.424, 1.624, 4.158], [-1.848, 2.248, 5.323], [-1.056, 2.211, 6.462], [0.167, 1.555, 6.433], [0.588, 0.927, 5.269], [2.038, 0.266, 2.498], [2.901, -0.821, 2.430], [4.264, -0.627, 2.237], [4.772, 0.657, 2.114], [3.915, 1.749, 2.173], [2.558, 1.553, 2.354], [-0.164, -1.617, 2.899], [-1.116, -2.213, 2.080], [-1.561, -3.501, 2.347], [-1.047, -4.207, 3.423], [-0.087, -3.622, 4.240], [0.343, -2.330, 3.984], [-2.009, 1.664, 3.245], [-2.797, 2.771, 5.335], [-1.384, 2.705, 7.369], [0.798, 1.542, 7.315], [1.555, 0.437, 5.242], [2.507, -1.828, 2.495], [4.923, -1.483, 2.154], [5.829, 0.807, 1.932], [4.301, 2.751, 2.030], [1.877, 2.398, 2.335], [-1.487, -1.647, 1.232], [-2.308, -3.950, 1.703], [-1.391, -5.215, 3.626], [0.320, -4.172, 5.081], [1.079, -1.875, 4.636], [-2.742, 1.044, -5.875], [-1.464, 0.565, -5.952], [-1.083, -0.282, -6.987], [0.208, -0.787, -7.040], [1.117, -0.461, -6.047], [0.721, 0.368, -5.006], [-0.557, 0.909, -4.950], [-0.898, 1.844, -3.790], [-1.435, 2.916, -4.010], [-0.508, 1.365, -2.672], [-3.244, 0.686, -6.613], [-1.810, -0.555, -7.748], [0.491, -1.447, -7.851], [2.120, -0.867, -6.065], [1.400, 0.596, -4.193]], "lowdin_charge": [0.78, -0.03, -0.31, -0.04, -0.04, -0.19, -0.08, -0.12, -0.15, -0.67, 0.62, -0.26, 0.12, 0.08, 0.07, 0.04, 0.10, 0.11, 0.09, 0.09, 0.09, 0.02, -0.29, -0.08, -0.07, -0.15, -0.23, 0.01, 0.02, -0.21, -0.02, -0.08, -0.07, -0.18, 0.10, 0.08, 0.11, 0.10, 0.09, 0.09, 0.02, -0.21, 0.73, -0.22, -0.23, -0.38, 0.01, -0.01, 0.00, 0.01, -0.01, -0.02, 0.00, 0.00, 0.00, -0.04, -0.07, -0.31, 0.72, -0.26, -0.06, -0.09, -0.12, -0.11, -0.10, -0.28, -0.09, -0.09, -0.11, -0.09, -0.08, -0.26, -0.07, -0.09, -0.11, -0.10, -0.10, 0.09, 0.10, 0.09, 0.09, 0.10, 0.08, 0.10, 0.10, 0.10, 0.11, 0.08, 0.09, 0.09, 0.09, 0.10, 0.06, -0.27, -0.05, -0.12, -0.10, -0.01, -0.07, -0.58, 0.06, -0.15, 0.09, 0.10, 0.09, 0.09, 0.12], "gap_ev": 5.796, "charge": -2, "multiplicity": 1, "homo_energy_ev": -1.5104, "fmax_ev_per_a": 0.64}

(4)
{"formula": "C5H15N3O", "method": "ωB97M-V with the def2-TZVPD basis set", "symbols": ["C", "C", "C", "C", "C", "N", "N", "N", "O", "H", "H", "H", "H", "H", "H", "H", "H", "H", "H", "H", "H", "H", "H", "H"], "positions_angstrom": [[1.957, 0.194, -0.195], [-0.601, 0.090, 0.182], [0.472, -0.261, -0.792], [-1.940, -0.710, -0.468], [-2.938, -1.191, 0.581], [2.054, 1.628, -0.201], [2.170, -0.371, 1.114], [-0.809, 1.496, 0.328], [2.955, -0.315, -1.078], [2.980, 0.263, -1.848], [-0.360, -0.319, 1.166], [2.893, 1.931, 0.287], [1.237, 2.020, 0.259], [2.075, -1.380, 1.074], [3.122, -0.177, 1.421], [-1.072, 1.938, -0.545], [-1.468, 1.721, 1.061], [0.553, -1.335, -0.936], [0.366, 0.275, -1.733], [-2.456, -0.010, -1.133], [-1.680, -1.561, -1.102], [-3.780, -1.708, 0.120], [-2.423, -1.868, 1.266], [-3.307, -0.350, 1.170]], "lowdin_charge": [-0.66, -0.39, -0.09, -0.20, -0.13, 0.08, 0.09, 0.03, -0.03, 0.09, 0.13, 0.08, 0.05, 0.08, 0.08, 0.09, 0.08, 0.11, 0.12, 0.09, 0.09, 0.07, 0.07, 0.06], "gap_ev": 9.913, "charge": 0, "multiplicity": 1, "homo_energy_ev": -8.9022, "fmax_ev_per_a": 3.97}

(5)
{"formula": "C2H8BrN3", "method": "ωB97M-V with the def2-TZVPD basis set", "symbols": ["C", "C", "N", "N", "N", "Br", "H", "H", "H", "H", "H", "H", "H", "H"], "positions_angstrom": [[0.282, 0.871, 0.070], [-0.831, -0.083, 0.262], [0.247, 2.126, 0.083], [2.027, -0.421, -0.468], [-0.303, -1.542, 0.104], [3.608, -0.028, 0.129], [-1.012, -0.151, 1.364], [-1.795, 0.256, -0.162], [-0.616, 2.742, 0.390], [1.049, 2.639, -0.192], [1.633, 0.169, -1.284], [0.757, -1.448, -0.127], [-0.709, -2.013, -0.753], [-0.444, -2.278, 0.863]], "lowdin_charge": [-0.06, -0.06, 0.24, -0.55, 0.15, 0.98, 0.17, 0.17, 0.25, 0.14, 0.07, 0.09, 0.19, 0.21], "gap_ev": [8.220, 7.810], "charge": 2, "multiplicity": 1, "homo_energy_ev": [-18.8011, -18.5868], "fmax_ev_per_a": 4.30}

(6)
{"formula": "C4H8N6O4", "method": "ωB97M-V with the def2-TZVPD basis set", "symbols": ["C", "C", "C", "C", "N", "N", "N", "N", "N", "N", "O", "O", "O", "O", "H", "H", "H", "H", "H", "H", "H", "H"], "positions_angstrom": [[-1.385, 0.856, -1.623], [0.824, 1.824, -1.081], [-0.696, -0.558, -0.629], [0.012, 0.054, 0.606], [-0.369, 1.727, -1.767], [0.913, 1.077, 0.040], [0.279, -1.188, -1.482], [-0.956, 0.718, 1.491], [0.730, -0.946, 1.360], [-1.832, -1.476, -0.227], [-2.486, 0.862, -2.124], [1.719, 2.612, -1.384], [-2.894, -1.003, 0.132], [-1.608, -2.682, -0.291], [-0.594, 2.445, -2.538], [1.864, 1.142, 0.569], [1.039, -1.216, -0.827], [-0.168, -2.047, -1.869], [-1.122, 1.709, 1.117], [-1.871, 0.232, 1.658], [0.519, -0.894, 2.383], [1.680, -0.757, 1.305]], "lowdin_charge": [-0.31, -0.54, -0.24, -0.56, 0.17, 0.14, 0.12, 0.09, 0.12, -0.32, 0.11, 0.07, 0.08, 0.07, 0.22, 0.21, 0.07, 0.12, 0.12, 0.09, 0.12, 0.04], "gap_ev": 9.669, "charge": 0, "multiplicity": 1, "homo_energy_ev": -9.8606, "fmax_ev_per_a": 4.35}

It is found that the energy above the lowest of the compared OMol25 structures with the same formula, charge and spin values, taken in the order of the records, are 66.06; 63.01; 0.00; 13.49; 94.40; 19.13 kcal per mole.